No. 1
This record from OMol25 describes a cluster of 3 separate species, C22H23BrFN2O10S in total at a distorted geometry. The level of theory is wB97M-V/def2-TZVPD.

Last column: Löwdin charge in e.
Positions of all 60 atoms, in Å:
C: -4.56302 -2.67597 1.55496  0.215
C: -3.44548 -2.46725 1.91864  -0.033
C: -2.32224 -1.90350 2.54862  -0.171
C: -1.71597 -2.30407 3.69389  0.074
N: -0.66772 -1.43611 3.88054  -0.016
C: 0.24194 -1.59627 5.02802  -0.076
C: 0.80976 -3.00865 5.02948  -0.786
O: 0.71624 -3.72739 5.96022  0.101
Br: 1.68801 -3.57950 3.40063  0.822
C: -0.64894 -0.53176 2.90334  -0.183
S: 0.47192 0.82947 2.69598  0.669
O: 1.60997 0.42918 1.97268  -0.170
O: -0.31100 1.92974 2.28187  -0.190
F: 0.87242 1.07327 4.16098  -0.092
N: -1.65322 -0.81488 2.05584  0.098
C: -1.94882 -0.07997 0.81224  -0.113
O: -0.86893 -0.32776 -0.02415  -0.026
C: -0.85142 0.52083 -1.14917  -0.267
C: -0.15707 1.70285 -1.11480  -0.011
C: -0.11810 2.50530 -2.24223  -0.050
C: -0.77049 2.08910 -3.38521  -0.066
C: -1.47726 0.90765 -3.41855  -0.045
C: -1.51001 0.11807 -2.28670  -0.007
H: -5.55635 -2.83088 1.21380  0.063
H: -1.96265 -3.13878 4.31905  0.168
H: 1.07889 -0.91901 4.92089  0.121
H: -0.29838 -1.42266 5.94963  0.156
H: -2.13763 0.97293 1.00526  0.150
H: -2.86256 -0.53179 0.42243  0.143
H: 0.38313 2.02793 -0.24041  0.104
H: 0.44688 3.42208 -2.21840  0.111
H: -0.71508 2.70341 -4.27022  0.091
H: -1.96217 0.60430 -4.33092  0.118
H: -2.04875 -0.81879 -2.29786  0.124
C: -3.25160 6.69806 -2.13389  -0.022
C: -2.22151 6.37779 -3.18708  -0.332
C: -2.27169 7.24996 -4.41809  -0.088
O: -1.72566 6.38038 -5.41995  0.073
C: -1.98167 5.10861 -5.03746  -0.562
O: -1.82475 4.15262 -5.72552  0.157
O: -2.44521 5.07577 -3.76136  0.073
H: -4.25439 6.71315 -2.56250  0.092
H: -3.24684 5.93806 -1.35265  0.085
H: -3.04764 7.66750 -1.68019  0.093
H: -1.21946 6.37807 -2.74748  0.157
H: -1.67553 8.15469 -4.32978  0.141
H: -3.29042 7.51469 -4.70949  0.142
C: 6.29251 -5.76443 1.53992  -0.019
C: 5.42325 -5.31913 0.39096  -0.331
C: 4.03386 -4.86998 0.77517  -0.132
O: 3.28799 -5.14085 -0.41435  0.054
C: 3.91387 -6.16526 -1.06108  -0.554
O: 3.46050 -6.75348 -1.98195  0.182
O: 5.12278 -6.41213 -0.49297  0.090
H: 5.78739 -6.52378 2.13869  0.091
H: 7.21491 -6.20925 1.16900  0.091
H: 6.54509 -4.91954 2.18072  0.091
H: 5.93615 -4.54936 -0.19268  0.161
H: 3.98157 -3.81165 1.02675  0.123
H: 3.60696 -5.46040 1.59179  0.118

Output
**DFT total energy**: -130228.0239 eV
**E_HOMO**: -11.752 eV
**LUMO level**: -4.21 eV
**Gap between HOMO and LUMO**: 7.5 eV
**Molar mass**: 606.40 g mol⁻¹
**2S+1**: 1
**Total charge**: +1
**Max |F|**: 1.9 eV/A

---

No. 2
This record from OMol25 describes a structure of composition C22H23ClGeIN10O2PtS. The level of theory is wB97M-V/def2-TZVPD.

Last column: Löwdin charge in e.
Positions of all 62 atoms, in Å:
Pt: -1.17242 -0.22368 0.24248  1.232
N: 0.77605 -1.35795 2.81248  0.149
C: 0.29444 -0.07093 2.93834  -0.499
N: 0.53904 0.69752 3.98032  0.028
N: -0.13389 1.83890 3.71405  -0.091
N: -0.74059 1.76338 2.58669  -0.060
N: -0.49101 0.54044 2.05690  -0.151
C: 0.69086 -2.11701 1.67725  -0.496
N: 1.39606 -3.21626 1.46998  0.042
N: 0.99335 -3.65858 0.26019  -0.075
N: 0.11319 -2.87764 -0.24512  -0.069
N: -0.12747 -1.88644 0.64826  -0.182
H: 1.48711 -1.62579 3.47097  0.140
Cl: -2.98217 6.60703 -0.42724  0.636
C: -2.12301 5.11163 -0.72223  -0.628
C: -0.99372 5.12753 -1.49588  -0.201
C: -0.30415 3.95452 -1.77727  -0.645
I: 1.36138 4.03785 -3.02586  0.885
C: -0.68344 2.67461 -1.29853  -0.480
O: -0.11970 1.60270 -1.59667  -0.136
C: -1.87531 2.70551 -0.43454  -0.114
N: -2.30798 1.52463 0.07905  -0.071
C: -3.43329 1.46857 0.77280  -0.148
C: -4.20434 2.59773 1.04351  -0.048
C: -3.77979 3.81087 0.58501  -0.022
C: -2.60213 3.89983 -0.18304  -0.174
H: -0.64629 6.06663 -1.90566  0.085
H: -3.71170 0.50106 1.16576  0.099
H: -5.10493 2.49568 1.63235  0.105
H: -4.33988 4.71169 0.79291  0.084
C: 3.04251 0.76572 -1.77775  -0.252
S: 2.78412 -0.43654 -0.46978  0.901
O: 2.04359 0.27540 0.60428  -0.527
C: 4.49677 -0.51077 0.06971  -0.385
C: 5.34719 -1.47227 -0.45178  -0.088
C: 6.66777 -1.51466 -0.02540  -0.092
C: 7.11726 -0.61141 0.92797  -0.098
C: 6.24749 0.33155 1.46250  -0.080
C: 4.92915 0.38407 1.03583  -0.068
H: 3.56263 1.63030 -1.36718  0.056
H: 2.04870 1.06457 -2.11045  -0.007
H: 3.62048 0.29714 -2.57534  0.057
H: 4.97336 -2.19052 -1.17238  0.109
H: 7.34057 -2.26284 -0.42513  0.098
H: 8.14486 -0.65169 1.26709  0.096
H: 6.59599 1.02313 2.21914  0.102
H: 4.21821 1.08862 1.45164  0.114
C: -3.24067 -3.22793 0.76322  -0.225
Ge: -3.03358 -2.72282 -1.10854  0.725
C: -4.78880 -2.32480 -1.89908  -0.230
C: -2.20726 -4.16008 -2.13421  -0.226
C: -2.05864 -1.00342 -1.20405  -0.285
H: -3.66563 -4.23112 0.82894  0.018
H: -3.89816 -2.53991 1.29564  0.014
H: -2.26715 -3.22531 1.25145  -0.001
H: -5.46614 -3.16646 -1.74674  0.015
H: -4.68979 -2.15315 -2.97163  0.016
H: -5.23883 -1.43917 -1.44849  0.011
H: -2.94338 -4.95274 -2.28250  0.015
H: -1.34292 -4.54631 -1.60105  -0.002
H: -1.87287 -3.80274 -3.10791  0.019
H: -2.24111 -0.41787 -2.11530  0.006

Output
**ΔE to the lowest compared entry with this formula, charge and spin**: 16.8 kcal per mole
**DFT total energy**: -133403.6561 eV
**E_HOMO**: -4.585 eV
**LUMO level**: 1.19 eV
**Gap between HOMO and LUMO**: 5.8 eV
**Molar mass**: 921.61 g mol⁻¹
**2S+1**: 1
**Total charge**: -1
**Max |F|**: 0.3 eV/A

---

No. 3
This record from OMol25 describes a structure of composition C22H23F4N8O2PdS. The level of theory is wB97M-V/def2-TZVPD.

Last column: Löwdin charge in e.
Positions of all 61 atoms, in Å:
Pd: -1.22110 -1.17601 1.26375  0.378
N: 1.68962 -0.03684 0.97293  -0.135
N: 0.57661 0.85031 3.14924  -0.126
C: -0.64607 1.52613 3.66880  -0.732
O: -0.73432 1.73472 4.84452  0.108
O: -1.37370 1.76317 2.65228  -0.097
H: 2.50552 0.42827 1.35257  0.062
H: 1.80901 -1.04810 0.92073  -0.006
H: 1.00067 0.11806 3.71206  0.127
C: 3.47660 5.29088 0.05742  -0.100
C: 2.57808 5.47968 1.27523  -0.256
C: 2.63273 4.32153 2.27453  -0.176
C: 2.33690 2.94862 1.68312  -0.174
N: 1.00948 2.96483 1.04566  0.114
C: 0.11101 2.02911 0.83535  -0.371
S: 0.22568 0.37517 1.59997  0.949
N: -0.82112 2.21587 -0.08177  0.082
C: -2.23288 1.77727 -0.06284  -0.170
C: -3.16390 2.92565 0.30652  -0.185
C: -3.33928 4.01756 -0.74868  -0.239
C: -2.11611 4.90248 -1.00425  -0.109
H: 3.47667 6.18387 -0.56562  0.079
H: 3.15577 4.45728 -0.57220  0.066
H: 4.50676 5.09817 0.36169  0.084
H: 1.54612 5.67293 0.95533  0.096
H: 2.86975 6.38604 1.80696  0.116
H: 1.94434 4.50583 3.10195  0.126
H: 3.63553 4.26612 2.70330  0.127
H: 2.33762 2.21239 2.47823  0.098
H: 3.07896 2.68408 0.92589  0.122
H: 0.76577 3.87004 0.65884  0.142
H: -0.67956 3.04647 -0.64399  0.114
H: -2.32804 0.99140 0.67399  0.058
H: -2.46405 1.38103 -1.05253  0.131
H: -2.83117 3.34881 1.25693  0.115
H: -4.13864 2.47090 0.49801  0.126
H: -4.15818 4.65734 -0.41683  0.113
H: -3.66899 3.57016 -1.69043  0.113
H: -1.63064 5.18657 -0.06575  0.075
H: -2.40523 5.82456 -1.50661  0.081
H: -1.37945 4.43172 -1.66477  0.065
F: -2.61327 -5.06642 -0.98281  0.148
C: -1.48998 -5.62947 -1.40111  -0.133
C: -1.53869 -6.58215 -2.34347  -0.126
F: -2.70893 -6.93622 -2.83234  0.163
C: -0.34431 -7.24140 -2.85830  -0.001
C: 0.90207 -6.78741 -2.25258  -0.127
C: 0.94237 -5.83025 -1.31491  -0.133
F: 2.10934 -5.47125 -0.79873  0.145
C: -0.24721 -5.16878 -0.81728  0.001
C: -0.19325 -4.19976 0.13912  -0.122
C: 1.03052 -3.65795 0.65428  -0.165
N: 1.91297 -3.06223 1.08525  0.199
C: -1.32165 -3.47869 0.67880  -0.209
N: -2.30465 -3.05150 1.14171  0.127
F: 2.02823 -7.34754 -2.64034  0.164
C: -0.39044 -8.19504 -3.82323  -0.098
C: -1.60891 -8.65515 -4.42947  -0.147
N: -2.53885 -9.06306 -4.96465  0.236
C: 0.77418 -8.84627 -4.35595  -0.147
N: 1.66368 -9.38355 -4.84350  0.236

Output
**ΔE to the lowest compared entry with this formula, charge and spin**: 72.5 kcal per mole
**DFT total energy**: -64376.2859 eV
**E_HOMO (spin up / spin down)**: -11.754 / -11.754 eV
**LUMO level (spin up / spin down)**: -5.83 / -5.83 eV
**Gap between HOMO and LUMO (spin up / spin down)**: 5.9 / 5.9 eV
**Molar mass**: 645.96 g mol⁻¹
**2S+1**: 1
**Total charge**: +1
**Max |F|**: 0.3 eV/A

---

No. 4
This record from OMol25 describes a structure of composition C22H23F6 at a distorted geometry. The level of theory is wB97M-V/def2-TZVPD.

Last column: Löwdin charge in e.
Positions of all 51 atoms, in Å:
C: -2.88718 -3.00947 -1.97227  -0.026
C: -2.44399 -2.24531 -0.69686  -0.544
C: -3.13046 -0.87372 -0.68224  -0.051
C: -2.93790 -3.05498 0.51860  -0.034
C: -0.89357 -2.14686 -0.68377  -0.130
C: -0.12623 -3.43124 -0.75689  -0.022
C: -0.13416 -0.96040 -0.76174  0.027
H: -2.45866 -4.01991 -2.03330  0.087
H: -3.98185 -3.09780 -2.02358  0.105
H: -2.55489 -2.45212 -2.85688  0.098
H: -2.88309 -0.34065 0.24144  0.089
H: -2.78595 -0.29476 -1.54297  0.091
H: -4.22010 -1.01458 -0.74767  0.103
H: -2.68750 -2.54579 1.45595  0.089
H: -4.03135 -3.16731 0.50024  0.104
H: -2.51415 -4.06550 0.57491  0.087
H: -0.75433 -4.32790 -0.73316  0.080
H: 0.48352 -3.48278 -1.68048  0.120
H: 0.56721 -3.54106 0.09863  0.107
H: 0.58634 -0.92240 -1.63828  0.157
H: -0.68328 -0.04818 -0.43543  0.101
F: 2.77649 4.83497 -4.10305  0.131
C: 3.68026 3.94465 -3.61047  -0.513
F: 4.17488 3.24259 -4.67477  0.125
F: 4.73170 4.68565 -3.12806  0.131
C: 3.07126 3.00538 -2.60525  -0.099
C: 3.71264 1.79702 -2.36152  0.018
C: 3.13685 0.89912 -1.48264  -0.002
C: 1.93568 1.16566 -0.80811  -0.193
C: 1.36766 0.10681 0.10078  -0.028
C: 0.91726 0.51465 1.45325  -0.200
C: 0.63081 1.82004 1.89541  0.016
C: -0.11396 2.00883 3.06434  0.029
C: -0.45658 0.90252 3.84155  -0.103
C: -1.35660 1.11362 5.02343  -0.527
F: -1.88616 -0.05456 5.46636  0.131
F: -0.72599 1.69505 6.09139  0.136
F: -2.39174 1.93380 4.67419  0.129
C: -0.03884 -0.38001 3.50777  0.017
C: 0.65411 -0.55676 2.32396  -0.014
C: 1.31074 2.39230 -1.08646  -0.010
C: 1.87834 3.31429 -1.96884  0.026
H: 4.66874 1.58738 -2.82957  0.138
H: 3.65512 -0.03999 -1.29529  0.126
H: 2.02243 -0.77235 0.14710  0.128
H: 0.95681 2.70414 1.34891  0.112
H: -0.38937 3.01825 3.39259  0.143
H: -0.21219 -1.21999 4.17614  0.134
H: 0.97906 -1.56823 2.04316  0.128
H: 0.36872 2.66355 -0.61354  0.118
H: 1.41342 4.28431 -2.12702  0.135

Output
**DFT total energy**: -39483.7475 eV
**E_HOMO**: -12.747 eV
**LUMO level**: -5.83 eV
**Gap between HOMO and LUMO**: 6.9 eV
**Molar mass**: 401.41 g mol⁻¹
**2S+1**: 1
**Total charge**: +1
**Max |F|**: 2.3 eV/A

---

No. 5
This record from OMol25 describes an isolated molecule of C22H23FN2O4S2 at a distorted geometry. The level of theory is wB97M-V/def2-TZVPD.

Last column: Löwdin charge in e.
Positions of all 54 atoms, in Å:
C: 3.64675 2.76685 5.02011  -0.404
H: 4.21231 3.25665 5.80671  0.028
H: 3.64683 3.38558 4.12736  0.035
H: 4.06560 1.78469 4.82137  0.037
S: 1.95754 2.60187 5.66493  0.881
C: 1.08922 1.75299 4.38025  -0.551
C: 1.65147 1.39500 3.16292  -0.086
C: 0.88429 0.73412 2.22145  -0.030
C: -0.44681 0.42206 2.46696  -0.234
C: -0.99942 0.78332 3.68955  -0.035
C: -0.24345 1.44275 4.63702  -0.117
H: -0.67391 1.72502 5.58583  0.100
H: -2.03262 0.54972 3.90218  0.113
C: -1.23901 -0.31445 1.42707  -0.124
H: -2.31037 -0.20571 1.60327  0.119
H: -0.99919 0.09475 0.44588  0.098
C: -0.86428 -1.80486 1.41570  -0.148
N: -1.34297 -2.49316 0.23669  0.069
C: -0.61777 -2.46816 -0.89898  -0.519
O: 0.47963 -1.95403 -0.98421  0.080
C: -1.23726 -3.23019 -2.05922  -0.102
H: -0.64805 -3.06062 -2.95777  0.111
H: -1.27893 -4.29413 -1.83424  0.117
S: -2.96608 -2.79121 -2.46182  0.704
O: -3.62081 -2.30315 -1.26612  -0.333
O: -3.57380 -3.92361 -3.10244  -0.314
C: -2.87412 -1.39558 -3.65038  -0.127
C: -1.94261 -0.42992 -3.05311  -0.294
C: -2.16025 0.49684 -2.06701  -0.238
O: -0.95759 1.02677 -1.74359  0.109
C: -0.05418 0.39333 -2.53028  -0.277
N: -0.60612 -0.46923 -3.32929  0.201
C: 1.35304 0.66618 -2.36288  -0.078
C: 2.32217 -0.00728 -3.10839  -0.215
C: 3.67084 0.21533 -2.90395  0.000
C: 4.07432 1.12235 -1.93945  -0.073
C: 3.12889 1.80456 -1.18974  -0.082
C: 1.78310 1.57910 -1.39862  -0.020
H: 1.04369 2.10438 -0.81348  0.118
H: 3.44255 2.51241 -0.43758  0.103
H: 5.12683 1.29472 -1.77387  0.105
H: 4.38819 -0.32807 -3.49855  0.120
F: 1.96076 -0.88306 -4.05514  0.089
C: -3.38905 0.93668 -1.36525  0.010
H: -4.06717 1.43751 -2.05550  0.091
H: -3.12806 1.62286 -0.56437  0.090
H: -3.89827 0.06568 -0.95394  0.073
H: -3.88705 -1.01782 -3.75143  0.118
H: -2.50047 -1.80056 -4.58470  0.115
H: -2.33631 -2.67493 0.15687  0.111
H: -1.26658 -2.30634 2.29816  0.129
H: 0.22486 -1.89713 1.41505  0.123
H: 1.32951 0.45657 1.27631  0.110
H: 2.68018 1.62255 2.93364  0.089

Output
**ΔE to the lowest compared entry with this formula, charge and spin**: 0.0 kcal per mole
**DFT total energy**: -58746.0243 eV
**E_HOMO**: -7.994 eV
**LUMO level**: 0.44 eV
**Gap between HOMO and LUMO**: 8.4 eV
**Molar mass**: 462.57 g mol⁻¹
**2S+1**: 1
**SMILES**: CSc1ccc(CCNC(=O)CS(=O)(=O)Cc2nc(-c3ccccc3F)oc2C)cc1
**Max |F|**: 1.5 eV/A

---

No. 6
This record from OMol25 describes a structure of composition C22H23GeN6Ru. The level of theory is wB97M-V/def2-TZVPD.

Last column: Löwdin charge in e.
Positions of all 53 atoms, in Å:
Ru: -1.78285 1.29413 0.30789  1.413
C: -3.79182 -2.54133 0.98342  0.010
C: -3.62491 -1.15389 0.77561  -0.026
N: -2.43853 -0.60461 0.73224  -0.072
C: -1.23218 -1.40803 1.00825  -0.424
C: -1.54901 -2.88378 1.04102  -0.006
N: -2.73355 -3.38442 1.06264  0.151
C: -0.24519 -1.04213 -0.10615  -0.155
C: 0.78502 -1.79605 -0.58947  0.096
C: 1.63530 -1.28653 -1.60377  -0.055
C: 1.38914 0.03006 -2.05879  0.106
C: 0.34492 0.75216 -1.54930  -0.155
N: -0.46316 0.20395 -0.60032  -0.041
C: -0.05507 2.12520 -1.89877  -0.163
C: 0.49273 2.88674 -2.91673  0.004
N: 0.06831 4.11934 -3.18127  0.167
C: -0.91183 4.61115 -2.44546  -0.024
C: -1.49820 3.87193 -1.41560  -0.031
N: -1.06347 2.64186 -1.14420  -0.040
C: 2.71818 -2.08439 -2.15143  -0.166
C: 2.69120 -3.48463 -2.08454  0.019
C: 3.73957 -4.20023 -2.63834  -0.077
N: 4.78949 -3.62387 -3.21511  0.128
C: 4.82751 -2.29669 -3.27434  -0.077
C: 3.82195 -1.48580 -2.77453  0.020
H: -4.78532 -2.96616 1.03756  0.142
H: -4.49617 -0.52646 0.61482  0.145
H: -0.71359 -3.57581 1.11326  0.149
H: 0.97467 -2.77932 -0.18417  0.130
H: 2.01220 0.45555 -2.83175  0.131
H: 1.28652 2.50161 -3.54513  0.143
H: -1.25860 5.61431 -2.66365  0.146
H: -2.30670 4.27441 -0.81907  0.133
H: 1.85738 -4.03243 -1.66695  0.117
H: 3.73509 -5.28342 -2.62082  0.131
H: 5.70086 -1.85998 -3.74354  0.131
H: 3.94592 -0.41318 -2.83821  0.117
C: -0.66625 1.22277 4.78373  -0.158
Ge: -0.64171 0.96792 2.87383  0.882
C: 0.78618 1.91789 1.91126  -0.187
C: -2.44856 2.02003 2.34952  -0.222
C: -0.72029 -0.97122 2.40597  -0.163
H: -0.70661 2.28166 5.03370  0.055
H: 0.26072 0.80634 5.18294  0.059
H: -1.50877 0.70410 5.23828  0.054
H: 1.19664 2.64597 2.61414  0.057
H: 0.52331 2.48759 1.01644  0.002
H: 1.57136 1.21027 1.64056  0.046
H: -2.21599 2.98705 2.79815  0.063
H: -3.22780 1.50138 2.90707  0.059
H: -2.99349 2.34875 1.39736  0.024
H: -1.36340 -1.44051 3.15600  0.103
H: 0.28884 -1.35925 2.57575  0.108

Output
**DFT total energy**: -91194.3891 eV
**E_HOMO (spin up / spin down)**: -17.115 / -17.088 eV
**LUMO level (spin up / spin down)**: -10.81 / -13.06 eV
**Gap between HOMO and LUMO (spin up / spin down)**: 6.3 / 4.0 eV
**Molar mass**: 545.15 g mol⁻¹
**2S+1**: 5
**Total charge**: +3
**Expectation value of S²**: 6.0409
**Max |F|**: 0.4 eV/A